Record 1
Below is 6 unconnected molecules or ions with the total composition C10H15Cl9N2O3 at a distorted geometry, with properties calculated with ωB97M-V with the def2-TZVPD basis set.

Geometry as XYZ:
```
39
Properties=species:S:1:pos:R:3:forces:R:3:nbo_charge:R:1
C 4.7935 16.1182 -6.5492 -0.069 -1.055 0.245 -0.7709
C 5.5465 16.5106 -5.3600 3.721 2.799 4.318 0.3044
N 6.2233 16.8477 -4.4140 -3.673 -1.950 -4.931 -0.3760
H 3.7526 15.9721 -6.2603 0.053 -0.296 -0.086 0.2661
H 5.2814 15.1906 -6.8485 -0.441 -0.460 -0.027 0.2384
H 4.7471 16.6897 -7.4762 0.394 0.967 0.542 0.2680
C 3.0920 23.5172 -10.2380 -0.761 -0.887 -1.411 -0.7473
C 3.8144 24.2793 -9.2837 0.337 0.520 1.156 0.3002
N 4.4548 24.8595 -8.5281 -0.037 0.114 -0.038 -0.3520
H 3.8106 22.8568 -10.7236 -0.132 -0.065 -0.255 0.2744
H 2.5977 24.1500 -10.9751 0.347 0.185 -0.126 0.2439
H 2.2796 22.8813 -9.8863 0.254 0.031 0.689 0.2724
C 5.6468 18.1388 -10.0990 0.296 -0.276 0.987 -0.2695
O 5.0757 18.0393 -11.3779 -0.288 -0.102 -1.098 -0.4966
C 4.3961 19.0780 -11.8339 -0.802 1.207 0.554 0.9901
O 4.1013 20.0789 -11.2067 0.425 -0.638 -0.629 -0.6577
O 4.0955 18.8490 -13.1127 -0.219 -0.760 -0.437 -0.5056
C 3.2414 19.7399 -13.8175 -0.083 1.355 0.138 -0.2584
H 6.5702 18.7158 -10.1478 -0.205 0.098 0.089 0.1705
H 5.8928 17.1099 -9.8363 0.092 0.117 0.045 0.1870
H 4.9582 18.5215 -9.3457 -0.058 0.178 -0.232 0.2341
H 2.2454 19.8965 -13.4033 0.034 -0.660 0.466 0.2061
H 3.1268 19.4260 -14.8550 0.343 -0.396 0.262 0.1918
H 3.6766 20.7392 -13.8057 0.240 0.053 -0.130 0.1810
C 7.7490 20.8172 -13.0364 -0.300 0.114 -0.547 -0.2626
Cl 8.9004 21.5101 -11.8694 -0.479 -0.316 -0.616 0.0311
Cl 8.4861 19.7750 -14.2685 0.482 0.006 0.200 -0.0018
Cl 6.8535 22.1029 -13.9325 0.254 -0.432 0.743 -0.0023
H 7.0530 20.1380 -12.5440 -0.027 0.617 0.263 0.2365
C 9.6591 16.9321 -10.8678 0.136 0.269 1.104 -0.2415
Cl 11.0270 16.1349 -9.9141 -1.140 0.643 -0.940 -0.0249
Cl 9.1333 18.4457 -10.0054 0.742 -0.884 -0.574 -0.0027
Cl 8.2658 15.8723 -11.0308 0.364 -0.077 -0.017 0.0354
H 10.0056 17.1931 -11.8678 0.144 -0.011 0.398 0.2303
C 1.3208 19.2443 -9.3255 -0.350 1.443 -0.761 -0.3995
Cl -0.0074 19.8834 -8.3424 -1.659 0.802 1.095 -0.1820
Cl 0.7414 18.2846 -10.6970 -0.599 -0.551 -1.764 -0.1887
Cl 2.4974 18.2340 -8.3820 2.327 -1.502 1.705 -0.3000
H 1.8218 20.1502 -9.6668 0.337 -0.201 -0.381 0.1780
```
Forces are in eV/Å.

Calculated values
* spin multiplicity: 2
* LUMO level (spin up / spin down): 1.84 / 1.84 eV
* net charge: -1
* HOMO (spin up / spin down): -0.07 / -6.51 eV

Record 2
Below is a molecular structure, C42H103N9O4 at a distorted geometry, with properties calculated with ωB97M-V with the def2-TZVPD basis set.

Geometry as XYZ:
```
158
Properties=species:S:1:pos:R:3:forces:R:3:mulliken_charge:R:1
C 3.6767 1.1284 -3.4359 0.631 -0.218 -0.712 -1.2756
C 4.1711 -0.0860 -2.5751 -0.239 -0.581 -2.071 -0.0271
N 3.5631 -1.3793 -2.9502 -0.457 -0.209 1.011 0.6122
C 2.1199 -1.4700 -2.7683 3.006 0.713 1.956 -2.8320
C 1.6329 -1.1015 -1.3521 1.505 1.586 -2.335 0.4112
C 3.8033 -1.7333 -4.3187 0.771 0.350 -0.308 -0.4216
C 5.2819 -1.8373 -4.5201 1.377 -0.896 -0.330 -1.5142
H 4.0147 1.2419 -4.4659 0.492 -0.851 -0.109 0.4319
H 4.0321 2.0605 -2.9965 -0.371 -0.020 -0.142 0.7362
H 2.5926 1.1452 -3.5483 -0.102 0.200 0.473 0.1117
H 5.2553 -0.1354 -2.6762 -0.078 -0.214 0.197 0.6896
H 3.9351 0.1659 -1.5412 0.835 -2.143 -0.440 -0.5584
H 1.5583 -0.8693 -3.4837 6.887 1.173 1.208 0.3544
H 1.7334 -2.4837 -2.8741 1.379 0.581 -1.541 2.2793
H 1.8694 -0.0450 -1.2256 -0.519 -0.523 -0.425 -0.7363
H 0.5540 -1.2413 -1.2838 1.033 0.032 -0.223 1.2064
H 2.1507 -1.5956 -0.5300 0.422 0.238 -1.757 0.5373
H 3.3827 -0.9982 -5.0048 -0.252 0.304 -0.276 0.3513
H 3.2964 -2.6736 -4.5351 0.162 -0.163 0.051 0.4439
H 5.5900 -2.1901 -5.5043 -0.263 -0.035 -0.145 0.4433
H 5.6704 -2.5569 -3.7994 0.001 -0.223 0.025 0.3475
H 5.8875 -0.9507 -4.3325 -0.484 0.317 -0.173 0.3148
C -1.6459 2.3666 5.2339 -0.110 -0.940 2.456 -1.5537
C -2.8149 3.0344 4.5568 0.922 0.510 -0.284 -0.7413
N -2.8275 2.6716 3.1427 -0.755 0.784 -0.263 1.0137
C -1.8334 3.5120 2.4144 -1.711 0.225 0.367 -2.5673
C -1.5588 3.2200 0.9056 0.022 -0.343 2.379 -0.1910
C -4.1635 2.5739 2.5098 1.326 -0.363 -0.246 -0.4173
C -5.0180 1.5110 3.1593 -0.547 0.794 0.852 -1.1137
H -1.7414 1.2925 5.3926 -0.706 0.020 0.223 0.4313
H -1.5095 2.7077 6.2601 0.044 0.494 0.047 0.5121
H -0.6579 2.3075 4.7773 -2.957 2.373 2.333 1.1981
H -3.7274 2.9192 5.1417 -0.161 -0.822 -0.477 0.5444
H -2.6603 4.1034 4.7036 0.139 0.650 -0.362 0.2810
H -2.1733 4.5309 2.5997 -0.018 0.663 -0.569 0.6099
H -0.9375 3.4695 3.0339 0.338 -0.129 -0.553 0.6937
H -0.9888 2.2912 0.9294 -0.209 1.725 -0.489 1.8544
H -2.4029 3.0090 0.2491 -0.231 0.428 0.260 0.6570
H -0.9461 4.0416 0.5343 -0.733 -0.898 0.964 -0.3850
H -3.9393 2.2867 1.4825 -0.279 0.157 -0.197 -0.0186
H -4.7209 3.5106 2.5065 0.019 0.394 -0.116 0.5448
H -4.4957 0.5670 3.3146 -1.213 0.837 -0.411 0.3373
H -5.9868 1.4313 2.6663 0.156 -0.283 -0.231 0.5112
H -5.2553 1.9316 4.1365 -0.204 -0.384 0.320 0.3428
C -1.3846 -2.8637 0.1303 -0.558 -0.898 0.798 -0.4903
C -1.9932 -2.3579 -1.0860 -0.572 -1.238 -1.918 -0.2821
N -1.5215 -3.1744 -2.2530 -0.355 1.200 -0.695 0.0911
C -2.5225 -3.0462 -3.3160 -0.179 0.019 0.206 -0.0854
C -3.6629 -3.9830 -3.1276 -0.730 -1.229 -0.126 -1.5210
C -0.2303 -2.7184 -2.8333 -1.815 0.887 -0.106 0.2435
C -0.2537 -1.1941 -3.3315 -1.746 -3.110 -0.181 -1.1748
H -1.8755 -2.3493 0.9564 0.868 -0.794 -0.862 -0.7724
H -0.3271 -2.6059 0.0732 -1.922 -1.229 0.125 -0.9868
H -1.5107 -3.9176 0.3785 -0.265 -0.213 -0.749 1.2575
H -3.0814 -2.3995 -1.0398 -0.157 -0.177 -0.261 1.2864
H -1.7655 -1.2959 -1.1778 -0.060 0.053 -0.464 -0.2166
H -2.9032 -2.0282 -3.3984 0.109 0.244 0.069 -0.1035
H -2.1093 -3.2920 -4.2943 0.385 0.091 0.026 0.5107
H -3.2711 -4.9961 -3.2178 -0.078 -0.166 -0.010 0.3470
H -4.2068 -3.9718 -2.1831 0.192 0.428 0.153 0.2849
H -4.3995 -3.8542 -3.9207 -0.089 0.048 -0.069 0.4588
H -0.0414 -3.4155 -3.6496 0.171 0.089 -0.202 0.6373
H 0.5692 -2.8569 -2.1054 -1.729 -0.006 -0.448 -2.5306
H 0.7767 -1.0187 -3.6407 -6.911 -0.226 -1.447 0.1513
H -0.5678 -0.5491 -2.5109 1.670 -1.690 -0.171 0.4656
H -0.9352 -0.9319 -4.1408 0.115 -1.169 -0.438 1.0719
C -3.3635 0.1981 -5.0625 0.566 0.669 -1.239 -1.3830
C -3.0704 1.6809 -4.8106 -0.468 -1.360 1.205 -0.4600
N -1.8111 1.8891 -4.0920 0.544 1.880 -0.834 0.2428
C -1.5993 1.0392 -2.8980 -0.310 2.338 0.099 -0.2855
C -0.3476 1.4543 -2.0320 -0.833 0.632 -0.816 -0.8006
C -1.6289 3.3957 -3.9466 0.265 -1.582 0.292 -0.5422
C -2.4315 4.1248 -2.9252 -1.125 0.828 1.251 -1.1629
H -2.5827 -0.1307 -5.7482 0.407 -0.614 0.408 0.3390
H -4.2362 0.1079 -5.7093 -0.462 -0.025 0.485 0.4871
H -3.4358 -0.3992 -4.1536 -0.077 0.117 -0.347 0.2781
H -3.1269 2.2144 -5.7594 0.453 0.150 0.090 0.4786
H -3.9166 2.0070 -4.2058 -0.339 0.587 0.263 0.2914
H -1.4664 0.0011 -3.2029 -1.868 2.352 -0.115 -0.7470
H -2.4821 1.1189 -2.2636 -0.448 -0.062 0.559 0.4016
H -0.5313 2.3418 -1.4265 -0.285 0.017 -0.352 -0.2838
H 0.5416 1.6805 -2.6205 -0.088 -0.125 -0.298 0.8675
H -0.0869 0.7101 -1.2795 0.387 0.793 -1.496 -1.0966
H -0.6085 3.6392 -3.6507 0.325 -0.509 -0.556 0.1393
H -1.8728 3.8933 -4.8852 0.434 -0.451 -0.351 0.5755
H -2.5052 3.6593 -1.9424 0.328 -0.274 0.045 0.1048
H -1.9243 5.0781 -2.7766 -0.066 0.171 0.159 0.3563
H -3.4634 4.3888 -3.1564 -0.095 -0.234 -0.468 0.4527
C 0.5574 -3.4252 2.6978 -1.465 -0.352 1.777 -0.1067
C -0.8779 -3.4337 3.1538 -0.285 -1.528 -1.041 -1.9962
N -1.4152 -2.1978 3.6840 -1.078 -0.168 -0.058 0.1731
C -0.7674 -1.6783 4.8944 -1.476 -1.149 0.157 0.3457
C -0.5287 -2.7999 5.9671 1.060 -0.126 -0.989 -1.6323
C -1.6246 -1.1262 2.6856 -0.546 -1.313 3.668 -0.2445
C -2.4805 0.0168 3.2157 1.187 -1.089 -0.460 -0.3970
H 1.1216 -3.2567 3.6150 -0.818 -0.083 -0.207 0.1749
H 0.7706 -2.6995 1.9129 -0.924 -0.719 2.001 -0.4041
H 0.9384 -4.3529 2.2709 -0.653 -0.353 0.342 0.6669
H -1.4344 -3.8435 2.3109 -0.716 0.688 0.207 0.6947
H -1.0073 -4.2592 3.8538 0.012 0.247 0.558 0.5810
H 0.0804 -1.0789 4.5625 0.841 -0.489 0.700 -0.1874
H -1.4922 -0.9644 5.2857 0.130 0.075 0.368 0.0967
H -0.1561 -2.4791 6.9399 -0.324 0.473 -0.079 0.4212
H -1.3309 -3.5257 6.1013 -0.645 0.727 -0.026 0.3723
H 0.2438 -3.4846 5.6171 0.396 0.170 -0.190 0.3205
H -2.2303 -1.4805 1.8515 0.399 -0.197 0.957 1.0507
H -0.6339 -0.7820 2.3886 -0.464 -0.421 0.670 0.8836
H -3.4619 -0.3321 3.5368 1.016 -0.772 0.429 0.5036
H -2.7010 0.6587 2.3628 0.325 0.027 0.390 0.2606
H -1.9540 0.5503 4.0071 -0.750 -0.209 -0.769 -1.0981
C -0.6996 0.0889 0.6028 0.110 0.316 -0.976 1.8318
C 0.6461 -0.5621 0.7810 -0.780 -1.236 1.279 -0.7931
O 0.7528 -1.8098 0.6604 -3.023 8.357 2.008 -1.1990
N 1.7035 0.1598 1.1030 0.135 -2.177 0.605 1.6741
C 3.0715 -0.3921 1.3681 -0.067 1.957 0.598 -1.6142
H -0.6988 1.1311 0.9220 0.445 -1.431 -0.654 -2.5913
H -1.5190 -0.3817 1.1463 0.903 0.640 -1.791 -1.1296
H -0.8962 0.0298 -0.4677 -0.549 -0.003 1.039 -0.4119
H 1.5526 1.1136 1.3990 -0.341 -1.130 -1.049 -2.1803
H 3.7355 0.3494 0.9237 0.066 -0.570 -0.276 0.3399
H 3.4404 -1.3692 1.0561 -1.070 0.057 -0.152 0.4694
H 3.2117 -0.2396 2.4383 0.187 -0.645 0.147 0.7001
C 3.0035 1.7743 -0.8215 -0.248 1.599 0.680 0.7427
C 2.3666 3.1136 -1.2537 -1.089 -0.800 -0.143 0.0323
O 2.7737 3.6407 -2.2725 0.426 1.222 -0.452 -0.7809
N 1.2525 3.4777 -0.5770 -0.809 2.817 -6.326 0.2908
C 0.4306 4.6488 -0.9082 1.112 -0.513 -1.435 -1.0709
H 3.5137 1.2544 -1.6324 -1.825 2.467 1.226 -1.2532
H 2.2539 1.1402 -0.3481 0.679 0.763 -0.543 0.4666
H 3.8289 1.8953 -0.1200 -0.093 0.498 -0.003 0.7386
H 1.1000 2.9789 0.2879 -2.012 0.922 -3.813 -0.0328
H 0.4183 4.7565 -1.9928 0.150 0.269 -0.125 0.3070
H 0.8349 5.5697 -0.4880 -0.069 0.109 0.143 0.3596
H -0.6094 4.5032 -0.6162 0.873 0.496 -0.878 0.3679
C 3.0040 -3.1963 2.7875 1.208 0.873 -0.360 0.0058
C 3.0516 -3.8312 1.3963 0.311 -1.757 -0.928 0.8242
O 3.7143 -4.8533 1.2326 0.283 0.170 0.073 -0.7714
N 2.1903 -3.3479 0.4703 3.982 -3.182 -1.011 0.5737
C 1.8893 -3.8458 -0.8819 0.681 -1.609 1.122 -0.8847
H 2.8319 -4.0044 3.4984 0.066 0.112 -0.176 0.3409
H 2.1706 -2.4940 2.8042 1.671 0.169 0.275 -0.1454
H 3.9014 -2.6900 3.1431 0.492 -0.122 -0.580 0.3607
H 1.6904 -2.4948 0.6765 1.671 -1.029 0.287 0.3796
H 0.8254 -4.0694 -0.9597 -0.021 -0.136 0.369 0.2138
H 2.3821 -4.7967 -1.0847 0.270 0.042 0.206 0.6586
H 2.1352 -3.1562 -1.6894 0.723 -0.862 1.151 0.2086
C 3.6166 2.7587 2.0945 4.645 1.687 0.632 -1.8542
C 2.2733 2.5144 2.1755 -1.533 0.886 0.155 1.5732
O 1.5529 2.8018 1.2564 0.058 -1.252 8.156 -0.2858
N 1.8705 1.7831 3.1256 -1.907 -2.323 5.202 -0.1268
C 0.4578 1.3520 3.4557 2.223 0.671 -0.709 1.2868
H 3.8113 3.5658 1.3882 0.283 -0.439 -0.110 0.2763
H 4.0142 1.7796 1.8276 0.878 0.660 0.021 0.5861
H 3.9685 3.0737 3.0768 0.504 -0.156 -0.011 0.5575
H 2.6255 1.4444 3.7047 -0.431 -0.028 0.522 0.4371
H -0.1152 1.3781 2.5288 0.102 -0.566 0.607 -0.5517
H -0.0475 2.0405 4.1330 2.997 -0.716 -2.705 -1.0002
H 0.5027 0.4340 4.0416 0.047 -0.037 -0.848 0.2496
```
Forces are in eV/Å.

Calculated values
* spin multiplicity: 1
* LUMO level: -0.25 eV
* relative energy (zero: lowest compared OMol25 entry of this formula, charge and spin): 2874.9 kJ/mol
* HOMO: -7.70 eV